# C2H3FO2

An isolated molecule of C2H3FO2 in a non-equilibrium geometry (wB97M-V/def2-TZVPD, the Open Molecules 2025 dataset).

The calculation puts the LUMO energy (spin up / spin down) at 0.182 / -0.683 eV. Its spin multiplicity is 1. As for the frontier orbital gap (spin up / spin down): 10.4916 / 7.7839 eV. The total charge is 0.

Atoms and positions in Å:
C: 0.1113 0.5354 -0.2662
C: -0.8340 -0.5547 -0.0896
O: 0.9180 0.1117 0.7324
O: 2.1777 -0.2808 0.5265
F: -1.8565 -0.2139 0.6567
H: 0.6682 0.6648 -1.2116
H: -0.4717 1.3624 0.0736
H: -0.7130 -1.6249 -0.4218

=====

# C2H9N2S

A 2-piece molecular cluster, C2H9N2S overall in a non-equilibrium geometry (wB97M-V/def2-TZVPD, the Open Molecules 2025 dataset).

The calculation puts the LUMO energy at 3.746 eV. Its spin multiplicity is 1. As for the frontier orbital gap: 5.9918 eV. The total charge is -1.

Atoms and positions in Å:
C: -1.0623 -3.1109 -0.3240
S: -2.1153 -1.9844 -1.2946
H: -0.2947 -2.5460 0.2708
H: -1.5468 -3.6833 0.4211
H: -0.4707 -3.8041 -0.9192
N: 1.1579 0.5622 -0.2647
C: 1.1781 1.8263 0.6432
N: -0.1051 2.6467 0.5215
H: 0.3905 -0.1378 -0.0653
H: 0.9171 0.8579 -1.2092
H: 1.3303 1.5945 1.7257
H: 1.8326 2.4848 0.1286
H: -0.2332 3.0576 -0.4015
H: -0.9782 2.2363 0.7676

=====

# C38H33CuN6O4PS2

C38H33CuN6O4PS2 as an isolated structure (wB97M-V/def2-TZVPD, the Open Molecules 2025 dataset).

The calculation puts the LUMO energy (spin up / spin down) at -0.349 / -0.891 eV. Its spin multiplicity is 2. As for the frontier orbital gap (spin up / spin down): 7.4443 / 6.9264 eV. The total charge is 0.

Atoms and positions in Å:
Cu: -0.2457 0.0532 0.6069
O: -0.9433 2.4064 3.6339
C: -1.0358 1.2318 3.3810
O: -0.2327 0.5098 2.6279
C: -2.1367 0.3759 3.9561
C: -2.9895 0.8574 4.9376
C: -3.9733 0.0302 5.4540
C: -4.1105 -1.2685 4.9773
C: -3.2719 -1.7449 3.9810
C: -2.2742 -0.9200 3.4671
P: -1.0758 -1.4635 2.2056
C: 0.3056 -2.2309 3.1000
C: 1.1952 -3.0541 2.4148
C: 2.2719 -3.6292 3.0712
C: 2.4741 -3.3775 4.4204
C: 1.5994 -2.5474 5.1069
C: 0.5207 -1.9748 4.4502
C: -1.9976 -2.9312 1.5448
C: -3.0646 -2.6185 0.6992
C: -3.8444 -3.6120 0.1313
C: -3.5577 -4.9471 0.3895
C: -2.5017 -5.2732 1.2267
C: -1.7295 -4.2718 1.8058
H: -2.8594 1.8758 5.2792
H: -4.6371 0.3934 6.2281
H: -4.8790 -1.9146 5.3821
H: -3.3980 -2.7536 3.6111
H: 1.0579 -3.2389 1.3556
H: 2.9592 -4.2622 2.5250
H: 3.3173 -3.8207 4.9342
H: 1.7593 -2.3387 6.1567
H: -0.1518 -1.3202 4.9897
H: -3.2867 -1.5768 0.4838
H: -4.6704 -3.3471 -0.5166
H: -4.1590 -5.7287 -0.0569
H: -2.2806 -6.3114 1.4408
H: -0.9219 -4.5431 2.4728
C: 3.9009 5.2764 -4.1955
C: 2.8953 4.7634 -3.2012
C: 3.3012 4.0556 -2.0726
C: 2.3735 3.5632 -1.1685
C: 1.0195 3.7853 -1.3820
C: 0.5982 4.5163 -2.4828
C: 1.5342 4.9912 -3.3882
S: -0.1318 3.1824 -0.1682
O: 0.6081 3.0800 1.0509
O: -1.3033 4.0126 -0.2643
N: -0.4515 1.6562 -0.6248
C: -1.2837 1.3660 -1.6925
C: -1.9491 2.2334 -2.5364
C: -2.6653 1.7569 -3.6516
C: -2.7334 0.4282 -3.9623
C: -2.0930 -0.5009 -3.1127
C: -2.0818 -1.8945 -3.3461
C: -1.4352 -2.7316 -2.4825
C: -0.8254 -2.1837 -1.3421
N: -0.8225 -0.8956 -1.0925
C: -1.4113 -0.0332 -1.9720
H: 4.9157 5.1960 -3.8079
H: 3.7119 6.3214 -4.4429
H: 3.8505 4.7073 -5.1265
H: 4.3586 3.8984 -1.8908
H: 2.6862 3.0497 -0.2673
H: -0.4522 4.7402 -2.6078
H: 1.2031 5.5659 -4.2455
H: -1.9407 3.2919 -2.3271
H: -3.1663 2.4799 -4.2829
H: -3.2657 0.0758 -4.8359
H: -2.5882 -2.2835 -4.2214
H: -1.4064 -3.8006 -2.6376
H: -0.3484 -2.8239 -0.6103
C: 4.1281 1.1605 -3.8006
C: 4.0812 0.9044 -2.3439
N: 5.0294 1.1353 -1.4924
N: 4.5052 0.7333 -0.2910
C: 3.2579 0.2513 -0.3762
S: 2.3129 -0.3818 0.8520
N: 2.9872 0.3671 -1.7095
N: 1.7877 0.0588 -2.3435
H: 5.0963 1.5861 -4.0513
H: 3.3340 1.8506 -4.0861
H: 3.9793 0.2340 -4.3544
H: 5.0405 0.8126 0.5563
H: 1.5659 -0.9098 -2.1288
H: 1.0612 0.6383 -1.9134

=====

# C2H14O4S

A 5-piece molecular cluster, C2H14O4S overall in a non-equilibrium geometry (wB97M-V/def2-TZVPD, the Open Molecules 2025 dataset).

The calculation puts the LUMO energy at 0.323 eV. As for the SMILES: CSC.O.O.O.O. Its spin multiplicity is 1. As for the frontier orbital gap: 9.3087 eV. The total charge is 0.

Atoms and positions in Å:
C: 1.1262 1.4537 -2.0568
S: 0.5077 3.1299 -1.6284
C: -1.3099 2.7553 -1.7798
H: 2.1967 1.2916 -2.0132
H: 0.7559 1.1324 -3.0280
H: 0.6427 0.8318 -1.3035
H: -1.9289 3.3593 -1.1304
H: -1.4675 2.9373 -2.8380
H: -1.3901 1.7021 -1.5447
H: 1.0322 1.7745 1.9794
H: 0.4827 2.2601 0.7126
O: 0.7913 1.4234 1.1034
H: -1.2481 -3.1127 1.9259
H: -2.5817 -3.5161 2.2898
O: -1.6861 -3.8518 2.3573
H: 1.1000 -3.9770 1.0272
H: 2.4212 -3.4365 0.4340
O: 1.6078 -3.8648 0.2261
H: 0.2914 -0.4893 2.0884
H: -0.9732 -0.6725 1.3034
O: -0.3701 -1.1305 1.8752